Record 1
Entry from the Open Molecules 2025 dataset: a molecular structure, C40H36N10O6OsS in a non-equilibrium geometry (ωB97M-V/def2-TZVPD).

```
94
Properties=species:S:1:pos:R:3:forces:R:3
Os 1.083 -0.179 -0.543 1.7 1.0 -2.8
C -2.499 3.066 4.090 -0.2 0.0 0.1
N -1.160 3.017 3.527 0.0 -0.1 0.1
C -0.571 2.131 2.714 0.1 -0.1 -0.1
N 0.648 2.530 2.408 0.0 0.0 0.0
C 0.752 3.699 3.082 0.1 0.0 0.0
N -0.314 4.037 3.775 0.0 0.1 0.0
C -3.140 1.718 4.329 0.1 0.0 0.0
C -3.269 1.244 5.630 0.0 -0.1 0.0
C -3.871 0.017 5.885 0.0 0.1 0.0
C -4.339 -0.758 4.839 0.0 0.0 0.0
C -4.215 -0.294 3.533 0.1 0.0 0.0
C -3.629 0.945 3.281 -0.1 0.0 0.0
C -4.698 -1.134 2.436 -0.1 -0.1 0.2
N -5.325 -2.259 2.504 0.0 0.0 -0.1
N -5.540 -2.664 1.189 0.0 0.1 0.2
C -5.028 -1.749 0.445 0.0 -0.1 -0.1
O -4.476 -0.743 1.166 0.0 0.1 -0.1
C -4.959 -1.674 -1.009 -0.1 -0.3 0.1
C -5.460 -2.699 -1.808 0.0 0.0 -0.2
C -5.323 -2.610 -3.186 0.0 0.1 0.1
C -4.674 -1.516 -3.760 -0.1 -0.1 0.1
C -4.185 -0.499 -2.954 0.0 0.0 -0.2
C -3.430 0.682 -3.523 0.0 0.1 0.1
N -2.362 1.078 -2.610 -0.1 0.0 0.0
C -1.333 0.310 -2.273 -0.1 -0.3 -0.5
N -0.698 0.819 -1.248 0.1 0.1 0.9
C -1.409 1.950 -0.964 -0.4 0.0 -0.3
N -2.452 2.132 -1.763 0.6 -0.2 0.3
C -4.346 -0.584 -1.583 0.2 0.3 0.0
H -3.126 3.681 3.441 0.0 0.0 0.0
H -2.385 3.589 5.037 -0.1 0.0 0.0
H -1.033 1.218 2.379 0.0 0.0 0.0
H 1.637 4.312 3.067 0.0 0.0 0.0
H -2.898 1.842 6.453 0.0 0.0 0.0
H -3.974 -0.333 6.903 0.0 0.0 0.0
H -4.804 -1.718 5.015 0.0 0.0 0.0
H -3.579 1.311 2.262 0.1 0.0 0.0
H -5.938 -3.552 -1.345 0.0 0.0 0.0
H -5.707 -3.400 -3.818 0.0 0.0 0.0
H -4.544 -1.468 -4.836 0.0 0.0 0.0
H -4.081 1.544 -3.659 0.1 0.1 0.0
H -2.975 0.440 -4.483 -0.1 0.0 0.0
H -1.055 -0.586 -2.800 0.0 -0.1 0.0
H -1.143 2.640 -0.180 0.0 0.0 0.0
H -3.962 0.199 -0.943 0.0 0.0 0.0
C 1.939 0.370 -1.972 -1.3 -0.9 2.4
C 2.914 0.668 -2.971 0.3 0.2 -0.5
C 3.928 -0.258 -3.247 -0.1 -0.1 0.0
C 4.913 0.044 -4.168 0.1 -0.1 0.0
C 4.905 1.259 -4.839 -0.1 0.0 0.1
C 3.897 2.178 -4.577 0.1 0.1 -0.1
C 2.911 1.891 -3.650 -0.1 -0.1 0.2
H 3.936 -1.197 -2.709 0.0 0.0 0.0
H 5.700 -0.675 -4.360 0.0 0.0 0.0
H 5.681 1.492 -5.556 0.0 0.0 0.0
H 3.883 3.129 -5.095 0.0 0.0 0.0
H 2.136 2.612 -3.426 0.0 0.0 0.0
C -1.138 -3.864 -2.225 0.1 -0.1 0.0
S -0.491 -2.778 -0.929 -0.4 -0.3 -0.2
C 0.296 -4.038 0.069 0.0 0.0 0.0
O -1.716 -2.297 -0.209 0.0 0.0 0.1
H -1.437 -4.826 -1.811 -0.1 0.0 0.0
H -0.384 -3.999 -3.000 0.0 0.0 0.0
H -2.010 -3.348 -2.626 0.0 0.0 0.0
H 1.197 -4.361 -0.452 0.0 0.0 0.0
H -0.396 -4.861 0.241 0.0 0.0 0.0
H 0.593 -3.566 1.002 0.0 0.0 0.0
N 1.565 -0.753 2.502 -0.1 -0.1 0.1
C 1.179 -0.998 3.759 0.0 0.0 -0.1
C -0.157 -1.331 3.711 -0.1 0.0 -0.1
C -0.493 -1.259 2.352 -0.1 -0.1 0.1
N 0.566 -0.920 1.623 -0.1 0.6 -0.1
H 2.492 -0.563 2.160 0.0 0.0 0.0
H 1.875 -0.927 4.577 0.0 0.0 0.0
H -0.797 -1.592 4.534 0.0 0.0 0.0
H -1.426 -1.465 1.855 -0.1 0.0 0.0
O 4.350 -2.297 1.150 -0.1 0.0 0.1
C 3.870 -1.396 0.473 0.2 -0.1 -0.4
O 2.640 -1.423 0.063 -0.2 0.1 0.3
C 4.777 -0.275 0.006 0.0 0.1 0.0
C 6.103 -0.613 -0.240 0.0 0.0 0.0
C 7.013 0.301 -0.776 0.0 0.0 0.0
C 6.537 1.562 -1.032 0.0 0.0 0.0
O 7.212 2.637 -1.549 0.0 0.0 0.1
C 6.236 3.668 -1.699 0.0 0.0 0.0
O 5.038 3.243 -1.060 0.0 0.0 0.0
C 5.233 1.918 -0.747 0.0 0.0 0.0
C 4.325 1.033 -0.230 0.0 0.0 0.1
H 6.417 -1.624 -0.018 0.0 0.0 0.0
H 8.039 0.031 -0.983 0.0 0.0 0.0
H 6.045 3.831 -2.764 0.0 0.0 0.0
H 6.599 4.578 -1.219 0.0 0.0 0.0
H 3.298 1.329 -0.042 0.1 -0.1 0.0
```
Positions in Å, forces in eV/Å.

## Properties
- Spin multiplicity: 1
- Kohn-Sham gap: 0.226 hartree
- Energy relative to the best compared isomer or geometry (same formula, charge and spin): 1.0463 eV
- HOMO level: -6.3 eV
- Total energy: -82549.1630 eV

Record 2
Entry from the Open Molecules 2025 dataset: a molecular structure, C40H36N4O6PRuS4 (ωB97M-V/def2-TZVPD).

```
92
Properties=species:S:1:pos:R:3:forces:R:3
Ru -0.691 -0.019 -0.660 -0.2 0.6 0.3
O 1.443 -0.274 -0.724 0.1 0.0 0.1
C 1.905 -0.915 0.466 0.0 0.0 0.0
C 1.019 -0.621 1.644 0.0 0.0 0.0
C 1.439 -1.104 2.911 0.0 0.0 0.0
C 0.510 -1.133 3.954 0.0 0.0 0.0
C -0.662 -0.457 3.804 0.0 0.0 0.0
C -0.878 0.402 2.612 0.0 0.0 0.0
N -0.117 -0.017 1.442 0.0 -0.3 -0.1
H 1.580 -0.952 -1.450 0.0 0.0 0.0
H 2.924 -0.583 0.685 0.0 0.0 0.0
H 1.941 -1.996 0.304 0.0 0.0 0.0
H 2.410 -1.572 3.000 0.0 0.0 0.0
H 0.726 -1.670 4.867 0.0 0.0 0.0
H -1.402 -0.431 4.591 0.0 0.0 0.0
H -1.931 0.424 2.329 0.0 0.0 0.0
C -3.800 5.357 -2.542 0.0 0.0 0.0
C -2.463 5.399 -2.914 0.0 0.0 0.0
C -1.632 4.331 -2.620 0.0 0.0 0.0
C -2.126 3.216 -1.937 0.0 0.1 0.0
C -3.467 3.181 -1.561 0.0 0.0 0.0
C -4.298 4.248 -1.875 0.0 0.0 0.0
P -0.877 1.954 -1.565 -0.1 -0.2 -0.1
C 0.208 3.451 1.150 0.0 0.0 0.0
C 1.474 2.891 0.973 0.0 0.0 0.0
C 2.410 3.522 0.173 0.0 0.0 0.0
C 2.106 4.714 -0.473 0.0 0.0 0.0
C 0.856 5.281 -0.283 0.0 0.0 0.0
C -0.083 4.667 0.533 0.0 0.0 0.0
C -0.330 1.409 -3.150 0.1 0.0 0.0
C 0.030 1.843 -4.417 0.0 0.0 0.0
C 0.111 0.880 -5.405 0.0 0.0 0.0
C -0.226 -0.443 -5.113 0.0 0.0 0.0
C -0.607 -0.844 -3.842 -0.1 -0.1 0.0
C -0.616 0.080 -2.792 0.1 0.0 -0.1
H -4.454 6.186 -2.779 0.0 0.0 0.0
H -2.069 6.260 -3.438 0.0 0.0 0.0
H -0.588 4.370 -2.911 0.0 0.0 0.0
H -3.868 2.320 -1.045 0.0 0.0 0.0
H -5.343 4.207 -1.595 0.0 0.0 0.0
H 1.717 1.941 1.425 0.0 0.0 0.0
H 3.381 3.063 0.035 0.0 0.0 0.0
H 2.839 5.197 -1.105 0.0 0.0 0.0
H 0.606 6.221 -0.759 0.0 0.0 0.0
H -1.042 5.141 0.699 0.0 0.0 0.0
H 0.231 2.885 -4.632 0.0 0.0 0.0
H 0.411 1.151 -6.409 0.0 0.0 0.0
H -0.180 -1.183 -5.903 0.0 0.0 0.0
H -0.883 -1.877 -3.682 0.0 0.0 0.0
O -3.059 3.983 6.889 0.0 0.0 0.0
C -1.745 4.337 6.463 0.0 0.0 0.0
N -0.895 3.199 6.512 -0.1 -0.1 0.0
C -0.535 2.329 5.511 0.1 0.0 0.0
O 0.386 1.550 5.704 0.0 0.0 0.0
C -1.238 2.366 4.209 0.0 0.0 0.0
C -2.525 2.722 4.016 0.0 0.0 0.0
C -3.024 2.891 2.679 0.0 0.0 0.0
C -2.114 3.052 1.693 0.0 0.0 0.0
N -0.785 2.795 1.903 0.0 0.1 0.0
C -0.477 1.883 2.998 0.0 0.0 0.0
H -3.598 4.781 6.915 0.0 0.0 0.0
H -1.335 5.097 7.133 0.0 0.0 0.0
H -1.760 4.731 5.445 0.0 0.0 0.0
H -0.423 3.001 7.381 0.0 0.0 0.0
H -3.170 2.955 4.854 0.0 0.0 0.0
H -4.075 3.033 2.478 0.0 0.0 0.0
H -2.384 3.406 0.708 0.0 0.0 0.0
H 0.593 1.905 3.199 0.0 0.0 0.0
C -5.500 -2.772 0.648 0.0 0.0 0.0
O -4.777 -1.683 0.072 0.0 0.0 0.0
C -3.613 -1.331 0.619 0.0 0.2 0.1
S -2.951 -2.096 1.915 0.0 -0.2 -0.1
S -3.038 0.123 -0.179 0.0 -0.2 -0.3
H -6.391 -2.875 0.035 0.0 0.0 0.0
H -5.760 -2.552 1.683 0.0 0.0 0.0
H -4.900 -3.681 0.624 0.0 0.0 0.0
O 3.582 -3.676 -1.839 0.0 0.0 0.0
S 2.443 -3.578 -2.706 0.0 0.0 0.0
O 2.653 -3.294 -4.094 0.0 0.0 0.0
N 1.365 -2.500 -2.058 0.0 0.0 0.0
C 0.258 -3.078 -1.665 0.0 0.0 0.0
S -1.063 -2.339 -0.914 0.0 -0.1 0.1
C 0.212 -4.551 -1.918 0.0 0.0 0.0
C -0.802 -5.455 -1.642 0.0 0.0 0.0
C -0.599 -6.786 -1.981 0.0 0.0 0.0
C 0.587 -7.203 -2.580 0.0 0.0 0.0
C 1.604 -6.297 -2.854 0.0 0.0 0.0
C 1.384 -4.980 -2.509 0.0 0.0 0.0
H -1.720 -5.124 -1.175 0.0 0.0 0.0
H -1.374 -7.512 -1.777 0.0 0.0 0.0
H 0.719 -8.247 -2.834 0.0 0.0 0.0
H 2.530 -6.609 -3.318 0.0 0.0 0.0
```
Positions in Å, forces in eV/Å.

## Properties
- Spin multiplicity: 2
- Kohn-Sham gap (spin up / spin down): 0.227 / 0.214 hartree
- Energy relative to the best compared isomer or geometry (same formula, charge and spin): 3.3352 eV
- HOMO level (spin up / spin down): -7.3 / -7.3 eV
- Total energy: -115519.3932 eV

Record 3
Entry from the Open Molecules 2025 dataset: a molecular structure, C40H36N6O4PPbS3 in a non-equilibrium geometry (ωB97M-V/def2-TZVPD).

```
91
Properties=species:S:1:pos:R:3:forces:R:3
Pb -0.609 -0.247 -1.702 -0.2 0.1 -0.3
N 1.821 -3.994 -0.554 -0.1 0.0 0.0
C 0.641 -3.332 -0.669 -0.5 0.2 0.3
S 0.565 -1.998 0.596 0.2 0.0 -0.1
N -0.280 -3.639 -1.484 0.3 -0.3 -0.1
N -1.344 -2.759 -1.554 0.3 0.2 0.3
C -2.481 -3.297 -1.759 -0.4 -0.1 0.0
C -3.742 -2.569 -1.693 0.1 -0.1 -0.1
C -4.876 -3.145 -2.278 0.0 0.0 -0.1
C -6.114 -2.546 -2.186 -0.1 0.0 0.0
C -6.240 -1.366 -1.451 0.1 0.0 0.0
C -5.140 -0.797 -0.839 -0.2 0.1 -0.1
C -3.865 -1.365 -0.963 0.4 0.1 0.2
O -2.821 -0.772 -0.384 -0.4 -0.1 -0.4
H 2.544 -3.582 0.016 0.0 0.0 0.0
H 2.129 -4.483 -1.381 0.0 0.1 0.0
H -2.524 -4.376 -1.921 0.0 0.0 0.0
H -4.760 -4.072 -2.831 0.0 0.0 0.0
H -6.977 -2.982 -2.673 0.0 0.0 0.0
H -7.211 -0.895 -1.353 0.0 0.0 0.0
H -5.234 0.123 -0.272 0.0 -0.1 0.0
O 1.672 -1.359 -2.373 -0.1 -0.1 -0.4
C 1.587 -0.644 -3.418 0.0 0.0 0.3
O 0.492 -0.340 -3.957 0.1 0.0 0.0
C 2.864 0.068 -3.782 0.0 0.2 0.4
C 3.479 0.062 -5.024 -0.1 -0.1 0.0
C 4.702 0.700 -5.181 0.1 0.0 0.0
C 5.301 1.350 -4.110 0.0 0.1 0.0
C 4.656 1.421 -2.882 -0.1 0.0 -0.1
C 3.433 0.782 -2.706 -0.2 -0.3 -0.2
P 2.485 0.842 -1.132 0.6 0.5 0.2
C 2.856 2.579 -0.607 -0.2 0.0 0.1
C 3.415 2.982 0.604 0.0 0.0 -0.1
C 3.435 4.327 0.965 0.0 -0.1 0.0
C 2.902 5.289 0.121 0.0 0.0 0.0
C 2.363 4.906 -1.102 0.0 0.0 0.0
C 2.333 3.565 -1.455 0.2 0.1 -0.1
C 3.485 -0.184 0.012 -0.1 -0.1 0.0
C 3.201 -0.160 1.382 0.0 0.0 0.0
C 3.891 -0.979 2.267 -0.1 0.0 0.0
C 4.843 -1.870 1.790 0.0 0.0 -0.1
C 5.107 -1.930 0.426 0.0 0.0 0.0
C 4.437 -1.089 -0.458 0.0 0.0 0.1
H 3.018 -0.467 -5.851 0.0 0.1 0.0
H 5.198 0.685 -6.145 0.0 0.0 0.1
H 6.278 1.802 -4.230 -0.1 0.1 0.0
H 5.107 1.962 -2.058 0.0 0.0 0.0
H 3.856 2.250 1.268 0.0 0.0 0.0
H 3.868 4.621 1.913 0.0 0.0 0.0
H 2.928 6.335 0.403 0.0 0.0 0.0
H 1.958 5.653 -1.774 0.0 0.0 0.0
H 1.929 3.273 -2.423 0.0 0.0 0.0
H 2.422 0.496 1.763 0.0 0.0 0.0
H 3.681 -0.925 3.330 0.0 0.0 -0.1
H 5.379 -2.516 2.476 0.0 0.0 0.0
H 5.847 -2.625 0.047 0.0 0.0 0.0
H 4.650 -1.142 -1.518 0.0 0.0 0.0
N -0.627 2.562 -0.634 -0.1 -0.3 -0.1
N -1.801 3.280 -0.818 0.1 0.0 0.1
C -2.658 2.960 -1.808 -0.3 -0.2 -0.4
N -3.673 3.827 -1.974 0.0 -0.1 0.0
S -2.550 1.620 -2.817 -0.2 0.3 -0.1
H -0.470 2.402 0.351 0.0 0.0 0.2
H 0.171 3.050 -1.023 0.1 0.1 0.0
H -1.852 4.208 -0.432 0.0 0.2 0.1
H -3.745 4.696 -1.474 0.0 0.0 0.0
H -4.343 3.620 -2.693 0.0 0.0 0.0
O -0.992 -2.161 1.259 -0.1 -0.3 -0.2
S -1.772 -0.750 1.523 0.6 -0.2 1.1
C -0.831 -0.281 3.016 0.2 0.3 -0.2
C 0.006 -1.109 3.750 -0.1 -0.2 -0.1
C 0.787 -0.563 4.760 0.0 0.0 0.0
C 0.735 0.798 5.032 -0.1 0.0 0.0
C -0.124 1.623 4.313 0.0 -0.1 0.0
C -0.903 1.081 3.300 -0.1 0.0 -0.1
C -3.187 -1.404 2.368 -0.3 0.0 -0.1
C -3.261 -2.730 2.763 0.1 0.0 0.0
C -4.368 -3.136 3.493 0.0 0.0 0.0
C -5.369 -2.231 3.818 0.0 0.0 0.0
C -5.283 -0.909 3.397 0.0 0.0 0.1
C -4.189 -0.489 2.660 0.1 0.1 -0.1
H 0.051 -2.171 3.532 0.0 0.1 0.0
H 1.440 -1.206 5.338 0.0 0.0 0.0
H 1.360 1.219 5.811 0.0 0.0 0.0
H -0.180 2.681 4.537 0.0 -0.1 0.0
H -1.595 1.707 2.738 0.2 0.0 0.0
H -2.478 -3.430 2.505 0.0 0.0 0.0
H -4.442 -4.168 3.811 0.0 0.0 0.0
H -6.220 -2.556 4.403 0.0 0.0 0.0
H -6.068 -0.205 3.640 0.0 0.0 0.0
H -4.110 0.537 2.312 -0.1 -0.1 0.0
```
Positions in Å, forces in eV/Å.

## Properties
- Spin multiplicity: 1
- Kohn-Sham gap: 0.245 hartree
- Energy relative to the best compared isomer or geometry (same formula, charge and spin): 3.4452 eV
- HOMO level: -9.7 eV
- Net charge: +1
- Total energy: -106229.8643 eV

Record 4
Entry from the Open Molecules 2025 dataset: a molecular structure, C40H37AsCoN5O3Sb in a non-equilibrium geometry (ωB97M-V/def2-TZVPD).

```
88
Properties=species:S:1:pos:R:3:forces:R:3
Co 1.140 -1.048 -0.116 -0.8 -0.1 -0.7
C 1.484 2.059 -1.632 -0.1 0.0 0.1
C 1.831 2.030 -0.176 0.1 -0.1 -0.1
C 2.008 3.208 0.548 0.0 0.1 0.1
C 2.448 3.158 1.855 0.0 0.0 -0.1
C 2.802 1.926 2.392 0.0 0.0 0.0
C 2.626 0.791 1.619 0.3 -0.1 0.1
N 2.080 0.838 0.392 -0.1 -0.1 0.1
Sb 3.804 -0.959 2.162 -0.2 0.1 -0.2
C 4.623 -0.987 0.146 0.0 0.0 0.2
C 5.989 -0.782 0.019 0.0 0.0 0.1
C 6.541 -0.751 -1.253 0.0 0.0 0.0
C 5.708 -0.950 -2.335 0.0 0.0 0.0
C 4.342 -1.167 -2.134 0.1 0.0 0.1
C 3.447 -1.455 -3.300 -0.2 0.0 0.1
N 3.812 -1.158 -0.903 0.0 0.0 0.0
C 2.540 -2.687 1.850 0.3 0.1 0.0
C 2.503 -3.653 2.840 0.0 0.0 0.0
C 1.893 -4.870 2.555 -0.1 0.0 -0.1
C 1.421 -5.095 1.278 0.1 -0.1 0.1
C 1.502 -4.084 0.323 0.1 0.1 -0.1
C 1.099 -4.327 -1.097 0.0 0.0 0.1
N 2.002 -2.880 0.634 0.0 0.0 0.4
H 0.661 1.381 -1.862 0.1 0.0 0.0
H 2.343 1.696 -2.202 0.0 0.0 0.0
H 1.254 3.073 -1.958 0.0 0.0 0.0
H 1.809 4.157 0.070 0.0 0.0 0.0
H 2.568 4.070 2.426 0.0 0.0 0.0
H 3.230 1.852 3.384 0.0 0.0 0.0
H 6.606 -0.648 0.899 0.0 0.0 0.0
H 7.602 -0.590 -1.395 0.0 0.0 0.0
H 6.097 -0.950 -3.344 0.0 0.0 0.0
H 3.962 -1.280 -4.243 0.0 0.0 0.0
H 2.531 -0.864 -3.256 0.0 0.0 0.0
H 3.133 -2.502 -3.270 0.0 0.0 0.0
H 2.937 -3.460 3.813 0.0 0.0 0.0
H 1.808 -5.637 3.315 0.0 0.0 0.0
H 0.994 -6.049 1.002 -0.1 0.0 0.0
H 0.172 -4.896 -1.147 0.0 0.1 0.0
H 1.879 -4.911 -1.594 0.0 0.0 0.0
H 0.985 -3.385 -1.629 0.0 -0.1 -0.1
N 0.185 -0.884 2.191 0.0 -0.1 -0.1
C -0.701 -2.048 2.350 0.1 -0.1 0.0
C -1.173 -2.583 1.003 0.0 0.0 -0.2
O -1.925 -3.567 0.983 0.0 0.1 0.1
N -0.739 -1.871 -0.036 0.0 -0.1 0.1
C -1.336 -2.162 -1.326 0.2 0.2 0.1
C -0.564 -1.426 -2.425 -0.1 0.0 0.0
O -0.908 -1.529 -3.591 0.1 0.0 0.1
O 0.438 -0.711 -2.002 0.7 -0.1 0.0
H 0.584 -0.621 3.086 0.0 0.0 0.0
H -0.378 -0.098 1.879 0.0 0.1 0.0
H -1.596 -1.824 2.934 0.0 0.0 0.0
H -0.175 -2.848 2.871 0.1 0.0 0.0
H -2.377 -1.821 -1.372 0.0 0.0 0.0
H -1.359 -3.230 -1.549 -0.1 0.0 -0.1
C -4.269 1.625 -4.141 0.0 0.0 0.0
C -4.734 0.814 -3.117 0.0 0.0 0.0
C -4.013 0.696 -1.937 0.0 0.0 0.0
C -2.822 1.392 -1.771 -0.1 -0.1 0.0
C -2.351 2.189 -2.809 0.1 0.0 0.1
C -3.073 2.312 -3.985 0.0 0.0 0.0
As -1.731 1.238 -0.153 -0.2 0.4 0.2
C -1.965 3.078 0.484 0.1 0.0 0.1
C -1.326 4.216 0.014 0.0 -0.1 -0.1
C -1.547 5.444 0.624 0.0 0.0 0.0
C -2.398 5.528 1.719 0.0 0.0 0.0
C -3.037 4.394 2.199 0.0 0.0 0.1
C -2.824 3.162 1.586 0.0 0.0 -0.1
C -3.468 1.886 1.954 0.0 0.0 -0.1
C -4.401 1.712 2.972 0.1 0.0 0.0
C -4.974 0.466 3.182 0.0 0.0 0.0
C -4.623 -0.614 2.381 0.0 0.0 0.0
C -3.681 -0.451 1.373 0.1 -0.1 0.0
C -3.105 0.794 1.154 0.0 -0.1 0.1
H -4.836 1.719 -5.058 0.0 0.0 0.0
H -5.660 0.264 -3.237 0.0 0.0 0.0
H -4.387 0.059 -1.146 0.0 0.0 0.0
H -1.408 2.716 -2.703 0.0 0.0 0.0
H -2.699 2.934 -4.789 0.0 0.0 0.0
H -0.666 4.148 -0.845 0.0 0.0 0.0
H -1.062 6.336 0.245 0.0 0.0 0.0
H -2.571 6.484 2.197 0.0 0.0 0.0
H -3.702 4.474 3.050 0.0 0.0 0.0
H -4.683 2.547 3.602 0.0 0.0 0.0
H -5.700 0.336 3.976 0.0 0.0 0.0
H -5.077 -1.583 2.538 0.0 0.0 0.0
H -3.397 -1.307 0.771 0.0 0.0 0.0
```
Positions in Å, forces in eV/Å.

## Properties
- Spin multiplicity: 4
- Kohn-Sham gap (spin up / spin down): 0.273 / 0.273 hartree
- HOMO level (spin up / spin down): -7.7 / -7.7 eV
- Total energy: -160678.1889 eV

Which of these has the lowest total energy?
C40H37AsCoN5O3Sb

Among the records above, which one has the lowest total energy?
C40H37AsCoN5O3Sb

What is the formula in the third record?
C40H36N6O4PPbS3